{
  "formula": "C28H37BrN2O5Pd",
  "method": "ωB97M-V/def2-TZVPD",
  "symbols": ["Pd", "C", "C", "C", "C", "C", "C", "C", "Br", "C", "O", "C", "C", "C", "C", "C", "C", "H", "H", "H", "H", "H", "H", "H", "H", "H", "H", "H", "H", "H", "H", "H", "H", "H", "H", "H", "H", "C", "C", "N", "C", "C", "N", "C", "C", "H", "H", "H", "H", "H", "H", "H", "H", "H", "H", "H", "H", "O", "C", "O", "C", "C", "C", "C", "O", "C", "O", "C", "C", "H", "H", "H", "H", "H"],
  "positions_angstrom": [[0.325, 0.812, -0.179], [-4.149, -1.908, -6.544], [-3.680, -0.483, -6.216], [-2.570, -0.116, -7.199], [-4.855, 0.479, -6.447], [-3.212, -0.401, -4.768], [-1.921, -0.039, -4.390], [-1.552, 0.010, -3.063], [0.256, 0.491, -2.672], [-2.413, -0.321, -1.961], [-2.013, -0.337, -0.773], [-3.770, -0.636, -2.377], [-4.091, -0.690, -3.722], [-4.893, -0.985, -1.381], [-6.155, -0.169, -1.709], [-4.576, -0.707, 0.093], [-5.236, -2.476, -1.513], [-4.497, -1.976, -7.580], [-4.968, -2.210, -5.890], [-3.337, -2.622, -6.403], [-2.948, -0.185, -8.223], [-1.715, -0.787, -7.108], [-2.208, 0.900, -7.039], [-5.211, 0.422, -7.481], [-4.556, 1.507, -6.237], [-5.689, 0.240, -5.786], [-1.169, 0.213, -5.125], [-5.106, -0.978, -3.982], [-5.948, 0.899, -1.630], [-6.950, -0.418, -1.000], [-6.531, -0.362, -2.715], [-4.272, 0.326, 0.253], [-3.759, -1.318, 0.462], [-5.485, -0.911, 0.673], [-5.560, -2.720, -2.527], [-6.036, -2.750, -0.818], [-4.361, -3.087, -1.284], [-0.188, -1.760, 1.791], [0.079, -3.085, 2.555], [1.442, -3.573, 2.289], [2.390, -2.515, 2.668], [2.131, -1.227, 1.842], [0.976, -1.434, 0.976], [1.245, -2.520, 0.050], [1.573, -3.811, 0.847], [-0.355, -0.922, 2.471], [-1.054, -1.820, 1.127], [-0.621, -3.870, 2.251], [-0.025, -2.946, 3.635], [3.404, -2.901, 2.516], [2.266, -2.320, 3.736], [2.982, -0.977, 1.200], [1.929, -0.365, 2.480], [2.068, -2.216, -0.602], [0.363, -2.647, -0.583], [2.597, -4.150, 0.654], [0.898, -4.629, 0.574], [1.348, 1.312, 3.519], [1.224, 2.302, 2.766], [0.856, 2.354, 1.577], [1.626, 3.660, 3.368], [2.058, 3.756, 4.685], [2.421, 4.980, 5.260], [2.332, 6.087, 4.451], [2.614, 7.408, 4.772], [2.416, 8.136, 3.562], [1.900, 7.265, 2.571], [1.907, 5.997, 3.143], [1.545, 4.809, 2.566], [2.099, 2.833, 5.248], [2.752, 5.056, 6.287], [3.382, 8.536, 3.227], [1.693, 8.936, 3.748], [1.203, 4.700, 1.546]],
  "lowdin_charge": [0.02, -0.06, -0.57, -0.08, -0.06, -0.22, -0.13, -0.55, 0.71, -0.45, -0.14, -0.10, -0.04, -0.54, -0.07, -0.07, -0.06, 0.07, 0.07, 0.08, 0.07, 0.08, 0.08, 0.07, 0.09, 0.07, 0.08, 0.09, 0.09, 0.07, 0.06, 0.09, 0.07, 0.07, 0.07, 0.07, 0.09, -0.16, -0.17, -0.18, -0.17, -0.16, -0.20, -0.18, -0.18, 0.12, 0.10, 0.10, 0.10, 0.10, 0.11, 0.11, 0.08, 0.11, 0.11, 0.10, 0.10, -0.06, -0.65, -0.10, -0.12, -0.04, -0.01, -0.23, 0.00, -0.18, 0.01, -0.20, 0.07, 0.10, 0.10, 0.13, 0.13, 0.13],
  "charge": -2,
  "multiplicity": 1,
  "de_lowest_kcal_mol": 0.0,
  "mol_weight_g_mol": 667.94,
  "lumo_energy_ha": 0.1519,
  "total_energy_ev": -116375.94319
}